The following is a quantum chemistry calculation of C52H50AsCdN5O2Sb2 as an isolated structure in a non-equilibrium geometry, from the OMol25 dataset.

Last column: Löwdin charge in e.
Element x y z (Å)
Cd: 0.56 -0.92 -3.44  1.235
C: 4.46 -1.24 -1.19  -0.001
C: 5.28 -0.41 -1.94  -0.022
C: 4.75 0.39 -2.94  0.026
C: 3.35 0.53 -3.08  -0.232
N: 2.58 -0.42 -2.48  -0.022
C: 3.08 -1.21 -1.57  -0.141
C: 2.76 1.52 -3.91  -0.244
C: 3.56 2.48 -4.58  0.030
C: 2.97 3.62 -5.15  -0.016
C: 1.62 3.83 -4.94  -0.017
C: 0.90 2.85 -4.22  -0.133
N: 1.41 1.72 -3.78  0.032
H: 4.86 -2.01 -0.56  0.118
H: 6.32 -0.37 -1.74  0.113
H: 5.34 1.04 -3.62  0.123
H: 2.40 -1.95 -1.12  0.108
H: 4.57 2.21 -4.74  0.091
H: 3.58 4.38 -5.60  0.118
H: 1.11 4.67 -5.36  0.108
H: -0.17 2.99 -4.00  0.112
C: 2.54 1.35 2.81  -0.407
C: 1.54 2.47 3.12  -0.362
C: 0.37 2.52 2.07  -0.392
Sb: -1.66 1.99 2.68  1.492
C: -1.67 3.81 4.01  -0.363
C: -1.27 3.65 5.34  -0.146
C: -0.88 4.77 6.09  -0.087
C: -0.90 6.04 5.53  -0.097
C: -1.52 6.18 4.31  -0.100
C: -1.95 5.08 3.58  -0.141
C: -2.80 2.60 0.89  -0.415
C: -2.27 3.09 -0.28  -0.169
C: -3.08 3.76 -1.22  -0.092
C: -4.47 3.77 -1.08  -0.079
C: -4.99 3.16 0.06  -0.092
C: -4.17 2.69 1.07  -0.156
Sb: 1.98 -0.59 3.68  1.428
C: -0.26 -0.81 3.75  -0.459
C: -0.81 -1.14 4.98  -0.166
C: -1.94 -1.94 5.08  -0.079
C: -2.50 -2.45 3.93  -0.084
C: -1.97 -2.13 2.67  -0.104
C: -0.88 -1.26 2.56  -0.250
C: 2.33 -0.38 5.85  -0.399
C: 2.03 -1.32 6.82  -0.145
C: 2.54 -1.14 8.12  -0.078
C: 3.20 0.04 8.45  -0.083
C: 3.32 1.08 7.53  -0.084
C: 2.85 0.85 6.26  -0.161
H: 3.52 1.67 3.25  0.061
H: 2.66 1.24 1.76  0.003
H: 1.94 3.46 3.15  0.097
H: 1.13 2.27 4.10  0.061
H: 0.62 1.91 1.16  0.037
H: 0.24 3.53 1.68  0.042
H: -1.20 2.69 5.77  0.075
H: -0.58 4.55 7.11  0.109
H: -0.41 6.90 6.06  0.127
H: -1.63 7.16 3.84  0.111
H: -2.42 5.20 2.60  0.097
H: -1.23 3.03 -0.57  0.078
H: -2.58 4.13 -2.13  0.095
H: -5.18 4.19 -1.81  0.110
H: -6.06 3.13 0.14  0.101
H: -4.64 2.37 1.98  0.092
H: -0.40 -0.68 5.88  0.097
H: -2.45 -2.06 6.06  0.123
H: -3.33 -3.16 4.01  0.108
H: -2.31 -2.61 1.76  0.070
H: -0.57 -0.95 1.52  0.086
H: 1.45 -2.25 6.62  0.108
H: 2.29 -1.80 8.97  0.115
H: 3.61 0.16 9.45  0.108
H: 3.64 2.06 7.77  0.102
H: 3.09 1.68 5.56  0.093
O: -0.11 -8.13 -1.56  0.088
N: -1.17 -7.48 -1.81  -0.293
O: -2.31 -7.97 -1.87  0.111
C: -1.08 -6.09 -1.87  -0.111
C: -2.17 -5.35 -1.41  0.117
C: -2.16 -3.95 -1.39  -0.132
C: -3.16 -3.19 -0.81  0.023
C: -3.02 -1.82 -0.73  -0.032
C: -1.85 -1.20 -1.14  -0.088
N: -0.94 -1.90 -1.88  0.018
C: -1.07 -3.25 -2.02  -0.173
C: -0.06 -4.02 -2.62  -0.148
N: 0.87 -3.28 -3.32  0.001
C: 1.91 -3.95 -3.86  -0.127
C: 2.04 -5.32 -3.81  -0.007
C: 1.11 -6.07 -3.09  0.070
C: 0.01 -5.45 -2.45  -0.048
H: -3.02 -5.91 -0.95  0.160
H: -4.05 -3.71 -0.51  0.143
H: -3.74 -1.15 -0.27  0.135
H: -1.69 -0.16 -0.84  0.117
H: 2.57 -3.27 -4.42  0.118
H: 2.94 -5.75 -4.21  0.122
H: 1.25 -7.13 -2.99  0.119
C: -1.99 0.84 -6.34  -0.253
As: -0.88 -0.77 -5.80  0.988
C: -2.11 -2.27 -5.53  -0.331
C: -0.05 -1.30 -7.51  -0.296
H: -2.03 0.82 -7.44  0.033
H: -1.52 1.81 -6.15  0.009
H: -2.97 0.85 -5.85  0.040
H: -2.71 -2.38 -6.45  0.046
H: -2.75 -2.04 -4.69  0.013
H: -1.58 -3.23 -5.35  0.038
H: -0.88 -1.34 -8.23  0.050
H: 0.49 -2.23 -7.44  0.021
H: 0.66 -0.51 -7.78  0.034

Total charge: +2
2S+1: 1
Maximum force (eV Å⁻¹): 4.69
DFT total energy (eV): -144738.99730
Energy relative to the best compared isomer or geometry (same formula, charge and spin) (eV): 0.000

The following is a quantum chemistry calculation of C52H50CdN2O4P4S2 as an isolated structure in a non-equilibrium geometry, from the OMol25 dataset.

Last column: Löwdin charge in e.
Element x y z (Å)
Cd: -0.47 0.32 -0.11  1.120
N: -0.17 1.96 2.75  -0.411
P: -1.58 2.38 1.82  0.860
C: -2.08 3.87 2.82  -0.359
C: -1.26 4.98 3.02  -0.088
C: -1.75 6.09 3.68  -0.083
C: -3.06 6.12 4.13  -0.092
C: -3.89 5.02 3.93  -0.090
C: -3.39 3.90 3.28  -0.112
C: -0.89 3.36 0.43  -0.409
C: 0.40 3.75 0.31  -0.126
C: 0.80 4.79 -0.60  -0.070
C: -0.09 5.45 -1.36  -0.026
C: -1.46 4.95 -1.48  -0.221
C: -1.88 3.84 -0.54  -0.255
P: 0.04 0.22 2.85  0.810
C: -1.63 -0.29 3.48  -0.423
C: -2.33 -1.28 2.80  -0.123
C: -3.63 -1.61 3.18  -0.083
C: -4.23 -0.95 4.24  -0.090
C: -3.52 0.02 4.94  -0.085
C: -2.23 0.35 4.56  -0.108
C: 0.85 0.10 4.50  -0.377
C: 1.54 1.12 5.15  -0.100
C: 2.23 0.85 6.33  -0.091
C: 2.27 -0.44 6.84  -0.096
C: 1.60 -1.46 6.19  -0.082
C: 0.91 -1.19 5.02  -0.114
H: -0.25 2.37 3.68  0.019
H: -0.24 4.97 2.66  0.101
H: -1.11 6.96 3.83  0.102
H: -3.45 7.00 4.64  0.101
H: -4.92 5.05 4.26  0.101
H: -4.03 3.04 3.11  0.093
H: 1.13 3.36 1.01  0.081
H: 1.83 5.12 -0.58  0.101
H: 0.16 6.36 -1.88  0.104
H: -2.22 5.64 -1.84  0.140
H: -2.93 3.76 -0.26  0.139
H: -1.86 -1.79 1.97  0.067
H: -4.17 -2.38 2.64  0.096
H: -5.25 -1.17 4.52  0.100
H: -3.98 0.54 5.77  0.102
H: -1.68 1.09 5.13  0.107
H: 1.55 2.12 4.75  0.095
H: 2.76 1.65 6.84  0.101
H: 2.84 -0.65 7.74  0.099
H: 1.62 -2.47 6.58  0.102
H: 0.39 -1.99 4.49  0.093
O: 0.98 1.43 -2.31  -0.526
S: 0.05 0.83 -3.24  0.816
O: -1.63 3.62 -1.91  -0.014
O: -1.28 0.62 -2.72  -0.543
O: 0.72 -1.25 -3.08  -0.460
C: 6.18 -5.77 -2.27  -0.414
S: 5.55 -4.44 -3.31  0.799
C: 4.91 -3.35 -2.00  -0.520
C: 4.21 -2.15 -2.60  -0.248
C: 3.37 -1.32 -1.62  -0.243
N: 2.20 -1.98 -0.98  -0.323
P: 0.96 -2.33 -2.05  0.688
C: 1.38 -3.84 -2.96  -0.262
C: 1.79 -5.00 -2.31  -0.088
C: 2.05 -6.15 -3.03  -0.081
C: 1.89 -6.15 -4.41  -0.080
C: 1.48 -5.01 -5.07  -0.070
C: 1.22 -3.85 -4.35  -0.068
C: -0.53 -2.86 -1.18  -0.332
C: -1.77 -2.50 -1.70  -0.100
C: -2.93 -3.02 -1.15  -0.068
C: -2.86 -3.92 -0.09  -0.087
C: -1.63 -4.32 0.40  -0.079
C: -0.46 -3.81 -0.15  -0.125
P: 1.71 -1.62 0.74  0.917
C: 2.69 -2.97 1.57  -0.368
C: 1.99 -3.82 2.42  -0.126
C: 2.62 -4.88 3.06  -0.082
C: 3.97 -5.11 2.86  -0.086
C: 4.69 -4.25 2.03  -0.076
C: 4.06 -3.19 1.41  -0.112
C: 2.86 -0.24 1.16  -0.422
C: 3.66 -0.29 2.30  -0.106
C: 4.51 0.76 2.62  -0.077
C: 4.55 1.89 1.82  -0.083
C: 3.75 1.96 0.70  -0.081
C: 2.91 0.91 0.36  -0.147
H: 6.70 -6.46 -2.93  0.025
H: 5.35 -6.28 -1.77  0.027
H: 6.87 -5.37 -1.53  0.030
H: 5.77 -3.05 -1.39  0.078
H: 4.22 -3.94 -1.39  0.053
H: 3.57 -2.49 -3.42  0.083
H: 4.96 -1.48 -3.03  0.119
H: 3.02 -0.45 -2.18  0.097
H: 4.01 -0.95 -0.82  0.097
H: 1.91 -5.00 -1.23  0.100
H: 2.38 -7.04 -2.52  0.106
H: 2.11 -7.06 -4.97  0.105
H: 1.36 -5.01 -6.14  0.105
H: 0.90 -2.95 -4.85  0.106
H: -1.82 -1.80 -2.52  0.090
H: -3.90 -2.72 -1.55  0.108
H: -3.77 -4.32 0.33  0.104
H: -1.58 -5.04 1.20  0.108
H: 0.49 -4.15 0.21  0.068
H: 0.93 -3.64 2.59  0.087
H: 2.06 -5.53 3.72  0.103
H: 4.47 -5.94 3.34  0.102
H: 5.75 -4.41 1.89  0.105
H: 4.64 -2.51 0.80  0.097
H: 3.61 -1.15 2.96  0.102
H: 5.13 0.69 3.51  0.105
H: 5.22 2.71 2.07  0.101
H: 3.78 2.84 0.07  0.105
H: 2.31 0.98 -0.54  0.043

Total charge: 0
2S+1: 1
Maximum force (eV Å⁻¹): 1.27
DFT total energy (eV): -129295.60948
Energy relative to the best compared isomer or geometry (same formula, charge and spin) (eV): 0.000

no.,frontier orbital gap (eV)
1,4.7
2,6.2